Molecular formula: C3H4AgCl2O7P
Method: DFT, ωB97M-V with the def2-TZVPD basis set

XYZ file:
```
18
Properties=species:S:1:pos:R:3:forces:R:3
Ag -0.561973 -0.178366 -0.820523 -2.315 0.235 -0.324
P 1.215462 -0.974961 -2.360909 -1.092 -0.137 -1.334
O 1.630647 0.075989 -1.308133 2.506 0.590 -0.035
O 0.419332 -2.017917 -1.519864 1.494 -1.677 -0.216
O 2.136888 -1.434402 -3.489494 0.414 0.001 1.151
O -0.044451 -0.317345 -3.078722 0.034 0.675 -0.578
C -3.204461 -0.635694 -1.013773 2.658 -1.641 -3.420
O -2.695687 0.544932 -1.023416 -1.149 3.030 0.643
O -4.064244 -1.040318 -1.852935 -2.489 0.737 0.549
O -2.401241 -1.502466 -0.533284 -0.280 -2.041 2.759
Cl -0.162619 2.048907 0.834195 -0.363 1.049 -0.746
C 0.598324 1.616678 2.316881 0.257 -1.173 1.007
C 1.482145 0.367134 2.144677 -0.175 0.466 -0.625
Cl 0.514325 -1.001986 1.580357 0.123 -0.400 0.836
H -0.216249 1.370857 3.000025 0.121 0.047 0.227
H 1.167659 2.450881 2.719997 0.199 0.096 -0.001
H 1.989825 0.083700 3.065832 -0.034 0.143 0.121
H 2.196322 0.544382 1.339089 0.090 -0.002 -0.012
```
Positions in Å, forces in eV/Å.

Its charge is -3. The strongest force on any atom is 4.6 eV Å⁻¹. As for the energy: -55836.1648 eV. For the HOMO energy (spin up / spin down), the calculation gives 3.976 / 4.256 eV. The spin multiplicity is 2. The orbital gap (spin up / spin down) comes out at 2.9809 / 2.7067 eV.